No. 1
{
  "formula": "C4H7NO2",
  "method": "the ωB97M-V functional and the def2-TZVPD basis",
  "symbols": ["C", "C", "C", "C", "H", "H", "H", "H", "H", "H", "H", "N", "O", "O"],
  "positions_angstrom": [[-0.34479, 1.69306, 0.42063], [-1.05236, -1.11664, 0.14835], [-2.18293, -0.55194, -0.07017], [1.37712, -0.72508, 0.14591], [-0.86774, 2.69682, 0.23764], [0.77887, 1.70704, 0.83918], [-0.98387, 1.20654, 1.23229], [-0.77177, -1.92817, 0.52578], [-2.82514, -1.37297, -0.18022], [-2.58556, 0.48933, -0.34083], [1.45190, -1.62511, 0.80088], [0.11332, -0.30995, -0.08224], [-0.10242, 0.82878, -0.68558], [2.38090, -0.17880, -0.11533]],
  "atomic_forces_ev_per_a": [[1.8, 1.3, 2.7], [2.8, 8.5, -2.7], [-3.6, 1.0, -1.1], [-1.0, -1.9, 2.0], [1.3, -1.4, -0.5], [-2.7, 1.2, -0.2], [0.8, 0.4, -1.3], [1.3, -7.3, 2.6], [-2.3, -0.5, 0.5], [1.4, -2.0, 0.2], [-0.8, -0.2, -0.5], [-0.2, -3.5, 0.7], [-1.4, 2.4, -1.1], [2.5, 2.0, -1.3]],
  "total_charge": 0,
  "total_energy_ev": -9841.719,
  "smiles": "C=CN(C=O)OC",
  "relative_energy_ev": 5.560,
  "orbital_gap_ev": 10.04,
  "e_lumo_ev": 0.873
}

***

No. 2
{
  "formula": "C3H5F3",
  "method": "the ωB97M-V functional and the def2-TZVPD basis",
  "symbols": ["C", "C", "C", "F", "F", "F", "H", "H", "H", "H", "H"],
  "positions_angstrom": [[0.31962, 0.97102, 0.16123], [0.56993, -0.50759, 0.37687], [-1.41383, -1.70352, -0.55240], [0.42386, -0.88482, 1.66016], [-1.90675, -0.77949, -1.40440], [-1.05251, -2.82042, -1.12821], [0.20608, 1.02961, -0.89366], [1.23085, 1.35635, 0.50714], [-0.57080, 1.05960, 0.81949], [1.36145, -1.12699, 0.02908], [-1.98392, -2.03195, 0.29495]],
  "atomic_forces_ev_per_a": [[-0.7, -3.7, 0.9], [-2.9, -1.7, -0.6], [2.8, 2.2, 1.5], [-0.2, 0.2, 1.1], [-0.3, -0.9, 0.3], [0.5, -0.9, -1.6], [-0.5, 0.9, -0.8], [1.0, 1.7, 0.6], [0.6, 1.1, -0.8], [0.7, 0.1, -1.1], [-1.0, 0.9, 0.5]],
  "total_charge": 0,
  "total_energy_ev": -11340.676,
  "relative_energy_ev": 4.397,
  "orbital_gap_ev": [9.07, 9.37],
  "e_lumo_ev": [0.936, 1.028]
}

***

No. 3
{
  "formula": "C6H8",
  "method": "the ωB97M-V functional and the def2-TZVPD basis",
  "symbols": ["C", "C", "C", "C", "C", "C", "H", "H", "H", "H", "H", "H", "H", "H"],
  "positions_angstrom": [[2.85349, 0.43770, -0.65597], [1.62504, 0.60626, -0.13288], [0.34592, 0.11751, -0.59984], [-0.56438, -0.37556, 0.39978], [-1.94633, 0.34043, 0.33763], [-1.84326, -1.05266, -0.10687], [1.57534, 1.25127, 0.75230], [3.69485, 0.96236, -0.20971], [3.08520, -0.24470, -1.47048], [-0.26823, -0.64294, 1.41929], [-2.38461, 0.55197, 1.30993], [-2.05588, 1.12554, -0.40146], [-2.24264, -1.83433, 0.53254], [-1.87449, -1.24283, -1.17425]],
  "atomic_forces_ev_per_a": [[-0.2, 0.0, 0.1], [0.0, 0.0, -0.1], [0.1, 0.0, 0.4], [0.4, 0.0, -0.1], [-0.2, 0.1, -0.1], [-0.1, -0.1, -0.1], [-0.1, 0.0, -0.1], [-0.1, -0.2, 0.0], [-0.3, 0.2, 0.0], [0.1, 0.1, -0.2], [0.2, 0.0, -0.2], [0.1, -0.2, 0.1], [0.1, 0.1, -0.1], [0.1, 0.0, 0.2]],
  "total_charge": 0,
  "total_energy_ev": -6346.977,
  "relative_energy_ev": 3.807,
  "orbital_gap_ev": 7.62,
  "e_lumo_ev": -0.205
}

***

No. 4
{
  "formula": "C5H8O",
  "method": "the ωB97M-V functional and the def2-TZVPD basis",
  "symbols": ["O", "C", "C", "C", "C", "C", "H", "H", "H", "H", "H", "H", "H", "H"],
  "positions_angstrom": [[-0.74314, -1.53666, -1.52603], [0.24633, -0.83173, -0.82618], [0.33060, 0.69402, -1.02119], [0.53026, 0.81718, 0.50534], [-0.69846, 0.86928, 1.28927], [0.29406, -0.66665, 0.62948], [-1.29685, -2.01985, -0.89278], [1.37098, -1.17412, -0.41039], [-0.61888, 1.10905, -1.38095], [1.14429, 1.07453, -1.63972], [1.43264, 1.27565, 0.87293], [-1.67846, 1.05862, 0.85467], [-0.64901, 0.81976, 2.37788], [0.32187, -1.48306, 1.33903]],
  "atomic_forces_ev_per_a": [[0.9, -0.2, 0.3], [1.3, 0.1, 1.2], [0.2, 0.1, -0.1], [0.9, 0.3, -0.1], [-0.1, -2.3, -0.4], [-3.7, 1.8, 2.2], [0.3, 0.2, -0.1], [-1.2, -0.6, -3.3], [0.2, -0.2, 0.2], [-0.1, -0.1, 0.0], [0.3, 0.3, 0.1], [0.4, 0.1, -0.1], [0.1, 0.0, -0.4], [0.5, 0.5, 0.4]],
  "total_charge": 0,
  "total_energy_ev": -7357.448,
  "relative_energy_ev": 4.808,
  "orbital_gap_ev": 8.65,
  "e_lumo_ev": 0.945
}

***

No. 5
{
  "formula": "C2H7N2O",
  "method": "the ωB97M-V functional and the def2-TZVPD basis",
  "symbols": ["N", "C", "C", "N", "O", "H", "H", "H", "H", "H", "H", "H"],
  "positions_angstrom": [[0.21135, 1.49988, 0.61968], [-0.03967, 0.48309, -0.43031], [0.16294, -0.92698, 0.19729], [-0.56520, -1.89306, -0.39773], [0.94856, -1.00520, 1.11935], [0.12827, 2.50565, 0.29157], [-0.55578, 1.48118, 1.32580], [1.15395, 1.32036, 1.01856], [0.85004, 0.58221, -1.08775], [-0.86528, 0.57241, -1.11825], [-0.82764, -1.72956, -1.33998], [-0.60156, -2.88999, -0.19823]],
  "atomic_forces_ev_per_a": [[-1.1, 0.5, -0.1], [1.8, -1.5, -0.9], [0.0, 1.7, 0.3], [-0.3, -1.1, -0.3], [-0.2, -0.7, 0.1], [0.4, -0.2, -0.4], [0.2, -0.4, 0.4], [-0.1, 0.1, 0.3], [-0.2, 0.1, 0.1], [-0.6, 0.5, 0.6], [-0.5, 0.4, -0.6], [0.7, 0.6, 0.6]],
  "multiplicity": 2,
  "total_charge": 0,
  "total_energy_ev": -7212.209,
  "relative_energy_ev": 1.666,
  "orbital_gap_ev": [4.36, 11.14],
  "e_lumo_ev": [0.637, 0.492]
}

***

No. 6
{
  "formula": "C22H25ClN2O3",
  "method": "the ωB97M-V functional and the def2-TZVPD basis",
  "symbols": ["C", "H", "H", "O", "C", "C", "C", "C", "C", "C", "H", "H", "C", "H", "H", "C", "N", "C", "O", "C", "C", "C", "H", "C", "N", "C", "O", "C", "C", "C", "C", "C", "C", "H", "H", "Cl", "H", "H", "C", "H", "H", "H", "H", "H", "H", "H", "H", "H", "H", "H", "H", "H", "H"],
  "positions_angstrom": [[-5.50175, -2.50879, 1.97380], [-6.00968, -3.15125, 1.24694], [-4.54476, -2.96143, 2.25296], [-5.33136, -1.20327, 1.47952], [-4.57560, -1.02669, 0.35788], [-3.95192, -2.04349, -0.35530], [-3.20138, -1.73935, -1.47756], [-3.05930, -0.43379, -1.91976], [-3.69138, 0.57608, -1.20315], [-4.44054, 0.28968, -0.08225], [-4.93256, 1.07048, 0.47651], [-3.60086, 1.60287, -1.52998], [-2.16361, -0.10660, -3.08102], [-2.44535, 0.85631, -3.51224], [-2.24041, -0.86885, -3.85721], [-0.70626, -0.04245, -2.59459], [-0.58551, 0.85219, -1.47038], [-0.27226, 0.42929, -0.23431], [-0.00897, -0.73009, 0.01812], [-0.27344, 1.54719, 0.81655], [-0.05924, 0.99130, 2.22879], [1.34184, 0.39910, 2.39008], [1.40818, -0.50714, 1.79002], [2.41337, 1.38833, 1.92834], [2.11861, 1.87022, 0.59848], [2.69523, 1.42474, -0.54065], [2.33118, 1.78967, -1.64482], [3.83077, 0.46145, -0.37031], [3.55008, -0.89917, -0.30905], [4.57963, -1.81800, -0.21506], [5.89058, -1.36894, -0.18815], [6.18433, -0.01684, -0.26222], [5.14926, 0.89644, -0.35818], [5.36653, 1.95208, -0.42346], [7.21048, 0.31546, -0.24813], [7.18171, -2.51331, -0.06324], [4.36851, -2.87449, -0.16434], [2.52406, -1.23590, -0.33747], [0.84725, 2.55235, 0.50883], [0.82811, 3.36959, 1.23725], [0.76500, 2.96622, -0.49769], [2.43308, 2.25725, 2.59782], [3.39847, 0.92003, 1.93819], [1.51675, 0.13569, 3.43405], [-0.20562, 1.80037, 2.94941], [-0.80147, 0.21715, 2.42687], [-1.24423, 2.05200, 0.76607], [-0.78388, 1.82480, -1.63687], [-0.04181, 0.28789, -3.39838], [-0.38546, -1.02471, -2.24192], [-2.71435, -2.53972, -2.01518], [-4.03515, -3.07298, -0.04490], [-6.12494, -2.40898, 2.86130]],
  "atomic_forces_ev_per_a": [[0.0, -0.2, 0.1], [0.0, 0.0, 0.0], [0.0, 0.0, 0.0], [0.1, 0.3, -0.2], [0.0, 0.1, -0.1], [-0.2, -0.1, 0.3], [0.0, 0.3, -0.1], [-0.1, -0.1, -0.2], [-0.1, -0.1, 0.0], [-0.1, -0.1, 0.2], [-0.1, 0.1, 0.1], [0.0, 0.1, 0.0], [0.2, -0.1, 0.3], [0.0, 0.0, -0.1], [0.0, 0.1, -0.1], [0.0, -0.1, -0.2], [-0.1, 0.1, -0.4], [-0.2, 0.7, 0.1], [0.1, -0.5, 0.1], [0.1, 0.0, 0.3], [0.0, -0.3, -0.2], [0.1, 0.2, 0.1], [0.1, 0.0, 0.1], [0.1, -0.4, 0.4], [-0.2, 0.2, 0.1], [0.3, 0.1, -0.1], [0.0, -0.1, -0.3], [0.1, -0.2, -0.2], [0.0, 0.1, 0.0], [0.1, 0.0, 0.0], [-0.2, 0.1, 0.0], [0.0, -0.1, 0.0], [-0.2, 0.0, 0.0], [0.0, 0.1, 0.0], [0.1, 0.0, 0.0], [0.2, -0.1, 0.0], [0.0, -0.1, 0.0], [-0.1, 0.0, 0.0], [-0.3, 0.1, -0.3], [0.0, 0.0, 0.0], [0.0, 0.0, 0.2], [0.1, 0.0, 0.0], [-0.1, 0.1, 0.1], [0.0, 0.0, 0.0], [0.0, 0.0, 0.0], [0.0, 0.1, 0.1], [0.0, 0.0, 0.0], [0.1, 0.0, 0.2], [0.0, -0.1, 0.1], [0.0, 0.1, -0.1], [0.1, -0.1, -0.1], [0.0, -0.1, 0.1], [0.0, -0.1, -0.1]],
  "total_charge": 0,
  "total_energy_ev": -44866.223,
  "smiles": "COc1ccc(CCNC(=O)[C@H]2CCCN(C(=O)c3ccc(Cl)cc3)C2)cc1",
  "relative_energy_ev": 0.502,
  "orbital_gap_ev": 9.01,
  "e_lumo_ev": 0.661
}